{"formula": "C24H67N11O12", "method": "wB97M-V/def2-TZVPD", "species": ["C", "O", "C", "C", "N", "C", "C", "O", "C", "H", "H", "H", "H", "H", "H", "H", "H", "H", "H", "H", "H", "H", "H", "H", "C", "O", "C", "C", "N", "C", "C", "O", "C", "H", "H", "H", "H", "H", "H", "H", "H", "H", "H", "H", "H", "H", "H", "H", "C", "O", "C", "C", "N", "C", "C", "O", "C", "H", "H", "H", "H", "H", "H", "H", "H", "H", "H", "H", "H", "H", "H", "H", "N", "C", "N", "O", "H", "H", "H", "H", "N", "C", "N", "O", "H", "H", "H", "H", "N", "C", "N", "O", "H", "H", "H", "H", "N", "C", "N", "O", "H", "H", "H", "H", "O", "C", "C", "O", "H", "H", "H", "H", "H", "H"], "positions_angstrom": [[-2.4638, -1.3142, -15.2984], [-1.4749, -2.1810, -14.8055], [-1.8038, -3.5408, -14.9991], [-0.5615, -4.3937, -14.8450], [-0.3954, -5.3481, -15.9300], [0.6048, -6.3788, -15.6611], [0.7136, -7.3061, -16.8476], [1.3829, -6.6582, -17.8955], [1.5921, -7.5528, -18.9652], [-3.4764, -1.6907, -15.1015], [-2.3793, -1.1723, -16.3831], [-2.3725, -0.3491, -14.8029], [-2.2794, -3.6962, -15.9717], [-2.5298, -3.8579, -14.2347], [-0.5197, -4.9517, -13.9027], [0.3357, -3.7555, -14.7344], [-0.1204, -4.8741, -16.7822], [0.3700, -6.9436, -14.7578], [1.5724, -5.8793, -15.4747], [-0.3041, -7.6545, -17.0739], [1.2733, -8.2085, -16.5513], [1.9485, -7.0403, -19.8557], [0.6408, -8.0166, -19.2608], [2.2770, -8.3463, -18.6565], [-2.6840, -12.0280, -13.4875], [-2.7603, -10.6700, -13.1332], [-1.8605, -9.8424, -13.8265], [-2.0447, -8.4266, -13.3280], [-3.2705, -7.8266, -13.8339], [-3.5101, -6.5206, -13.2708], [-4.7792, -5.9130, -13.8096], [-5.8257, -6.8252, -13.5666], [-7.0821, -6.3098, -13.9277], [-1.6486, -12.3460, -13.6483], [-3.2417, -12.2582, -14.4031], [-3.1337, -12.5797, -12.6627], [-1.9658, -9.8775, -14.9214], [-0.8135, -10.1188, -13.6302], [-1.2007, -7.8103, -13.6443], [-2.0611, -8.4751, -12.2259], [-4.0539, -8.4530, -13.7151], [-2.6444, -5.8835, -13.4787], [-3.5552, -6.5613, -12.1664], [-4.6807, -5.6590, -14.8722], [-5.0101, -4.9869, -13.2599], [-7.8490, -7.0310, -13.6624], [-7.1222, -6.1085, -15.0067], [-7.2704, -5.3597, -13.4091], [2.6582, -15.1238, -17.3000], [2.6147, -15.2613, -18.6870], [3.9012, -15.0834, -19.2873], [3.7337, -15.3422, -20.7717], [2.5580, -14.6186, -21.2947], [2.1584, -15.1467, -22.5769], [0.8559, -14.5151, -23.0300], [1.1123, -13.2153, -23.5267], [-0.0479, -12.4412, -23.6214], [3.0264, -16.0318, -16.8021], [1.6511, -15.0412, -16.8792], [3.1561, -14.2232, -16.9293], [4.6312, -15.7688, -18.8456], [4.2155, -14.0541, -19.0726], [3.5371, -16.4198, -20.8891], [4.6873, -15.1185, -21.2539], [1.8790, -14.7839, -20.5558], [1.9033, -16.2214, -22.5273], [2.9211, -15.0046, -23.3393], [0.1385, -14.4855, -22.1974], [0.3844, -15.0921, -23.8398], [-0.5443, -12.3401, -22.6495], [-0.7396, -12.8864, -24.3520], [0.1964, -11.4422, -23.9755], [5.6571, -10.3983, -17.8472], [5.6976, -11.4277, -16.9647], [6.8212, -11.5058, -16.1681], [4.8062, -12.2690, -16.8990], [6.3935, -9.7303, -17.9725], [4.8187, -10.3197, -18.4138], [7.6697, -11.0748, -16.4869], [6.8764, -12.3162, -15.5799], [2.2980, -11.6420, -20.7012], [3.5600, -11.1340, -20.7496], [4.4305, -11.7694, -21.6080], [3.9132, -10.1516, -20.0935], [1.7544, -11.2219, -19.9573], [2.1769, -12.6138, -20.9725], [4.0939, -12.5999, -22.0609], [5.3845, -11.5182, -21.4298], [2.7052, -16.4188, -13.4201], [2.1009, -15.1999, -13.2693], [1.1572, -14.8790, -14.2154], [2.4153, -14.4211, -12.3825], [2.4449, -17.0651, -14.1403], [3.3777, -16.7039, -12.7343], [0.8752, -15.5813, -14.8706], [0.8579, -13.9201, -14.2752], [-4.1507, -11.3015, -16.7891], [-2.9573, -11.8914, -17.1368], [-2.9630, -13.2601, -17.1755], [-1.9297, -11.2458, -17.2699], [-4.1808, -10.3031, -16.9092], [-4.9868, -11.8329, -16.9661], [-2.0789, -13.7084, -17.3251], [-3.8168, -13.7855, -17.2103], [0.7484, -10.8396, -17.9758], [1.5357, -11.8713, -17.3955], [1.5764, -11.6971, -15.8910], [0.3460, -11.9990, -15.2554], [-0.1600, -11.1497, -18.0777], [1.1404, -12.8532, -17.6820], [2.5849, -11.8565, -17.7058], [1.9159, -10.6721, -15.6916], [2.3822, -12.3064, -15.4702], [-0.3448, -11.5451, -15.7595]], "smiles": "COCCNCCOC.COCCNCCOC.COCCNCCOC.NC(N)=O.NC(N)=O.NC(N)=O.NC(N)=O.OCCO", "homo_ev": -8.2040, "e_lumo_ev": 0.08, "molar_mass_da": 701.86}

---

{"formula": "C24H67N2O13Sr", "method": "wB97M-V/def2-TZVPD", "species": ["Sr", "C", "C", "O", "O", "H", "H", "H", "C", "O", "H", "H", "H", "H", "C", "O", "H", "H", "H", "H", "C", "O", "H", "H", "H", "H", "C", "O", "H", "H", "H", "H", "O", "H", "H", "O", "H", "H", "O", "H", "H", "O", "H", "H", "O", "H", "H", "C", "C", "C", "C", "C", "C", "N", "O", "C", "C", "C", "H", "H", "H", "H", "H", "H", "H", "H", "H", "H", "H", "H", "H", "H", "H", "H", "H", "H", "H", "C", "C", "C", "C", "C", "C", "N", "O", "C", "C", "C", "H", "H", "H", "H", "H", "H", "H", "H", "H", "H", "H", "H", "H", "H", "H", "H", "H", "H", "H"], "positions_angstrom": [[-2.4949, -5.9230, 2.2262], [-0.2964, -2.4031, 0.1667], [-0.9495, -3.6255, 0.8408], [-0.7261, -3.8594, 2.0716], [-1.6842, -4.4241, 0.1849], [-0.8198, -1.4992, 0.4784], [-0.3961, -2.5198, -0.9124], [0.7809, -2.2899, 0.2873], [-2.6871, -3.6042, -3.2648], [-3.2338, -3.6051, -1.9640], [-2.0573, -2.7163, -3.2086], [-2.1032, -4.5060, -3.4487], [-3.4580, -3.5791, -4.0350], [-2.6334, -3.8498, -1.2561], [-3.8395, -1.1338, 0.8065], [-3.3394, -1.0963, 2.1058], [-3.1610, -1.4710, 0.0229], [-4.5233, -1.9789, 0.8867], [-4.3891, -0.2271, 0.5538], [-4.0802, -0.9127, 2.6881], [1.9194, -0.3734, -2.5721], [1.4054, 0.3313, -3.7931], [2.8519, -0.8725, -2.8357], [2.0947, 0.2991, -1.7324], [1.2884, -1.2049, -2.2582], [2.0300, 1.0009, -4.0814], [4.3094, -4.0671, -1.2182], [3.6031, -2.9641, -1.6523], [4.0569, -4.8964, -1.8790], [5.3413, -3.7352, -1.3332], [4.1805, -4.2770, -0.1564], [3.1965, -2.5491, -0.8881], [2.0193, -5.7575, 2.8517], [1.8395, -4.8822, 2.5085], [2.8139, -6.0354, 2.3962], [-0.8572, -6.5107, -1.8798], [-1.0009, -7.4180, -1.6106], [-1.5295, -6.0130, -1.4145], [-0.4156, -1.2233, 3.4696], [-0.3441, -2.1224, 3.1493], [-1.3194, -0.9719, 3.2793], [-3.4536, -3.7823, 2.9758], [-3.4711, -2.9326, 2.5356], [-3.2585, -3.5752, 3.8897], [-4.4106, -5.2814, 0.5092], [-4.4310, -4.6774, -0.2331], [-5.2442, -5.7493, 0.4608], [-0.5329, 3.0146, -1.2784], [-2.0204, 2.8134, -1.5028], [-2.8240, 3.6102, -0.4155], [-3.1667, 5.0780, -0.6711], [-3.8186, 5.1962, -2.0406], [-2.8350, 4.6863, -3.1258], [-2.3690, 3.2632, -2.8826], [-1.6245, 2.6397, -3.8693], [-3.5734, 4.6726, -4.4870], [-1.7108, 5.6492, -3.2597], [-2.2970, 1.3008, -1.3444], [-0.1858, 2.5476, -0.3567], [-0.2852, 4.0750, -1.2298], [0.1778, 2.6076, -1.9976], [-3.6990, 3.0224, -0.1380], [-2.3272, 3.6152, 0.5546], [-2.3230, 5.7679, -0.6590], [-3.7306, 5.4610, 0.1794], [-4.1866, 6.2203, -2.1037], [-4.6632, 4.5076, -2.0143], [-2.9913, 4.1305, -5.2321], [-4.4854, 4.0906, -4.3540], [-3.9622, 5.6464, -4.7848], [-0.9732, 5.7129, -2.4596], [-1.1781, 5.4698, -4.1935], [-2.1712, 6.6286, -3.3897], [-3.2443, 0.9585, -1.7609], [-2.2120, 1.0141, -0.2962], [-1.6339, 0.5938, -1.8428], [-0.7176, 2.9536, -3.8462], [1.7304, 2.8337, 3.2636], [2.9331, 2.0971, 2.5135], [4.1560, 2.3223, 3.5029], [5.3000, 1.4714, 2.9986], [4.9871, -0.0516, 3.0133], [3.6951, -0.3425, 2.2112], [2.6255, 0.6408, 2.5501], [1.4533, 0.2519, 1.8673], [4.0002, -0.2645, 0.7201], [3.3097, -1.7761, 2.5982], [3.0538, 2.8057, 1.1711], [0.8842, 2.7918, 2.5779], [1.9275, 3.8796, 3.4990], [1.5434, 2.3320, 4.2130], [4.4742, 3.3624, 3.4320], [3.8369, 2.0022, 4.4947], [6.1532, 1.5959, 3.6654], [5.6996, 1.7959, 2.0378], [4.9204, -0.2229, 4.0877], [5.7805, -0.7025, 2.6461], [3.1428, -0.1632, 0.0547], [4.6186, 0.6034, 0.4914], [4.5561, -1.1087, 0.3122], [2.2604, -1.8227, 2.8896], [3.5802, -2.4653, 1.7983], [3.8486, -2.1320, 3.4763], [2.2149, 2.5017, 0.5451], [4.0145, 2.6331, 0.6858], [2.8430, 3.8698, 1.2775], [0.8980, -0.2219, 2.4907]], "s2": 0.754, "homo_ev": [-11.6149, -11.6149], "total_charge": 2, "e_lumo_ev": [-6.03, -8.07], "spin_multiplicity": 2, "molar_mass_da": 679.42}

---

Here are the calculated largest force on an atom numbers, same order: 1.64, 3.00 (eV/Å).